This record from the OMol25 dataset describes one molecule with the formula C3H7ClO in a non-equilibrium geometry. The level of theory is wB97M-V/def2-TZVPD.

As for the SMILES: OCCCCl. For the largest force on an atom, the calculation gives 2.9 eV Å⁻¹. For the highest occupied orbital energy, the calculation gives -10.01 eV. As for the calculated total energy: -653.8987 a.u.

```
12
Properties=species:S:1:pos:R:3:mulliken_charge:R:1
C -1.107 0.267 -0.017 -0.398
C 0.286 -0.434 0.321 -0.667
C 1.448 0.466 -0.268 -0.390
H -2.616 -0.719 0.221 0.308
H -1.531 0.776 0.925 0.329
H -0.945 0.818 -0.917 0.254
H 0.388 -1.423 -0.073 0.402
H 0.340 -0.489 1.418 0.293
H 1.282 0.541 -1.365 0.287
H 1.467 1.449 0.330 0.296
O -1.958 -0.772 -0.437 -0.501
Cl 2.947 -0.482 -0.139 -0.215
```

This record from the OMol25 dataset describes one molecule with the formula C2H3Cl2NO in a non-equilibrium geometry. The level of theory is wB97M-V/def2-TZVPD.

As for the SMILES: C/C(Cl)=[N+](/[O-])Cl. For the largest force on an atom, the calculation gives 3.9 eV Å⁻¹. For the highest occupied orbital energy (spin up / spin down), the calculation gives -9.63 / -9.63 eV. As for the calculated total energy: -1128.2558 a.u.

```
9
Properties=species:S:1:pos:R:3:mulliken_charge:R:1
C -1.138 -0.126 0.082 -0.860
C 0.210 0.606 0.026 0.536
N 1.314 -0.086 -0.005 0.369
O 2.439 0.298 0.072 -0.476
Cl 1.232 -2.195 -0.141 -0.223
Cl 0.326 2.253 -0.129 -0.129
H -1.711 0.207 -0.866 0.256
H -1.717 0.235 0.957 0.264
H -0.955 -1.193 0.004 0.263
```

This record from the OMol25 dataset describes C5H5NOS3 as an isolated structure in a non-equilibrium geometry. The level of theory is wB97M-V/def2-TZVPD.

For the largest force on an atom, the calculation gives 7.2 eV Å⁻¹. For the highest occupied orbital energy, the calculation gives -8.97 eV. As for the calculated total energy: -1517.8868 a.u.

```
15
Properties=species:S:1:pos:R:3:mulliken_charge:R:1
C 2.570 1.708 -0.702 -0.007
C 1.527 1.126 -0.450 -0.675
C -0.683 1.276 0.325 -0.633
C 0.359 0.408 0.170 1.042
C 1.546 -1.711 0.375 -0.752
N 0.441 -0.810 0.475 -0.307
O -4.108 -1.674 -0.117 -0.426
S -4.230 1.147 -0.733 -0.125
S -2.140 0.910 1.104 -0.136
S -3.396 -0.553 -0.717 0.471
H 3.601 1.944 -0.822 0.403
H -0.700 2.322 0.039 0.284
H 1.173 -2.643 -0.084 0.259
H 2.306 -1.318 -0.291 0.347
H 1.735 -2.132 1.429 0.254
```

This record from the OMol25 dataset describes C45H36N6O4ReSe2 as an isolated structure in a non-equilibrium geometry. The level of theory is wB97M-V/def2-TZVPD.

As for the charge: +2. The expectation value of S² is 3.78. For the largest force on an atom, the calculation gives 2.5 eV Å⁻¹. The spin multiplicity is 4. For the highest occupied orbital energy (spin up / spin down), the calculation gives -12.96 / -13.14 eV. As for the calculated total energy: -7246.4666 a.u.

```
94
Properties=species:S:1:pos:R:3:mulliken_spin:R:1
Re -0.029 0.475 -0.060 2.398
C 1.716 3.008 3.155 -0.033
C 0.594 3.232 3.936 0.056
C -0.593 2.588 3.637 -0.033
C -0.674 1.763 2.518 -0.128
C 0.436 1.595 1.666 -0.037
C 1.638 2.178 2.047 0.084
C -1.823 0.908 2.239 0.135
C -3.077 1.064 2.856 -0.006
C -4.058 0.140 2.631 0.015
C -3.771 -1.008 1.867 -0.008
C -4.699 -2.057 1.710 0.005
C -4.361 -3.177 1.000 -0.001
C -3.083 -3.288 0.432 0.017
C -2.164 -2.279 0.555 0.031
C -2.486 -1.102 1.255 0.011
N -1.584 -0.090 1.374 -0.064
H 2.660 3.456 3.422 0.000
H 0.658 3.875 4.800 0.002
H -1.437 2.702 4.298 0.002
H 2.540 1.979 1.484 0.013
H -3.263 1.936 3.460 0.001
H -5.045 0.254 3.050 -0.001
H -5.669 -1.965 2.177 0.000
H -5.063 -3.988 0.889 0.000
H -2.810 -4.192 -0.090 0.001
H -1.170 -2.394 0.147 -0.021
O -1.812 1.414 -0.875 0.077
N -2.574 0.716 -1.634 -0.021
N -2.159 -0.433 -1.977 0.054
O -1.013 -0.886 -1.587 0.094
C -2.982 -1.272 -2.757 0.001
C -2.521 -2.552 -3.053 0.003
C -3.321 -3.414 -3.779 -0.002
C -4.563 -2.988 -4.228 0.004
C -5.011 -1.705 -3.940 -0.002
C -4.231 -0.839 -3.196 0.005
H -1.542 -2.851 -2.714 0.001
H -2.982 -4.414 -3.999 0.000
H -5.185 -3.652 -4.808 0.000
H -5.979 -1.383 -4.292 0.000
H -4.575 0.155 -2.960 0.000
Se 1.875 -2.911 -0.718 0.010
Se 1.898 -1.028 0.630 -0.001
C 1.438 -1.908 2.313 0.018
C 2.423 -2.196 3.239 0.001
C 2.008 -2.735 4.449 0.001
C 0.657 -2.966 4.656 0.000
C -0.234 -2.677 3.630 -0.002
N 0.157 -2.137 2.487 0.007
C 2.069 -1.961 -2.406 0.002
C 2.839 -2.466 -3.444 0.002
C 2.866 -1.736 -4.624 -0.001
C 2.129 -0.563 -4.716 0.002
C 1.421 -0.139 -3.602 0.010
N 1.406 -0.826 -2.472 0.000
H 3.461 -2.003 3.019 -0.001
H 2.729 -2.956 5.219 0.000
H 0.302 -3.360 5.595 0.000
H -1.296 -2.863 3.735 0.000
H 3.408 -3.376 -3.323 0.000
H 3.453 -2.081 -5.462 0.000
H 2.109 0.013 -5.628 0.000
H 0.862 0.787 -3.597 -0.013
C 3.522 4.892 -3.862 0.000
O 2.579 4.513 -2.875 0.000
C 1.365 4.056 -3.253 0.011
C 1.019 3.718 -4.558 -0.002
C -0.262 3.298 -4.861 0.002
C -1.235 3.226 -3.875 0.000
C -0.921 3.584 -2.581 -0.013
C 0.373 3.973 -2.250 0.001
N 0.649 4.420 -0.948 -0.002
C 1.781 4.296 -0.298 0.008
C 2.812 3.368 -0.593 -0.016
C 4.145 3.718 -0.311 -0.002
C 5.186 2.872 -0.594 0.005
C 4.913 1.602 -1.106 -0.001
C 3.619 1.189 -1.305 0.001
C 2.516 2.042 -1.066 -0.039
O 1.298 1.633 -1.182 0.360
H 4.358 5.321 -3.312 0.000
H 3.109 5.643 -4.539 0.000
H 3.878 4.030 -4.432 0.000
H 1.752 3.808 -5.343 0.000
H -0.506 3.047 -5.880 0.000
H -2.237 2.914 -4.119 0.000
H -1.670 3.554 -1.806 -0.001
H -0.079 4.995 -0.533 -0.001
H 1.935 4.954 0.549 -0.002
H 4.334 4.705 0.081 0.000
H 6.206 3.178 -0.425 0.000
H 5.724 0.926 -1.330 0.000
H 3.421 0.199 -1.685 0.005
```

This record from the OMol25 dataset describes a 2-piece molecular cluster, CH3N3OS overall in a non-equilibrium geometry. The level of theory is wB97M-V/def2-TZVPD.

For the largest force on an atom, the calculation gives 4.5 eV Å⁻¹. For the highest occupied orbital energy (spin up / spin down), the calculation gives -9.00 / -8.94 eV. As for the calculated total energy: -677.3544 a.u.

```
9
Properties=species:S:1:pos:R:3:mulliken_charge:R:1
C -1.005 -0.370 -0.451 -0.276
N 0.364 1.594 -0.356 -0.636
N 1.646 0.804 -1.966 -0.248
N -0.547 0.807 -0.064 0.374
O 3.475 2.363 -0.916 -0.465
S 3.018 1.310 -1.837 0.444
H -0.379 -0.975 -1.237 0.254
H -1.873 -0.852 -0.032 0.259
H -1.145 1.270 0.636 0.293
```

This record from the OMol25 dataset describes C28H29P2RuS2Si as an isolated structure. The level of theory is wB97M-V/def2-TZVPD.

As for the charge: +1. The expectation value of S² is 6.02. For the largest force on an atom, the calculation gives 0.7 eV Å⁻¹. The spin multiplicity is 5. For the highest occupied orbital energy (spin up / spin down), the calculation gives -10.58 / -11.47 eV. As for the calculated total energy: -2947.6061 a.u.

```
63
Properties=species:S:1:pos:R:3:mulliken_spin:R:1
Ru -0.132 0.279 0.682 2.427
S -1.346 -1.378 -0.377 0.207
P -1.931 0.231 -1.495 -0.009
C -0.840 1.452 -0.919 0.540
P 0.789 1.837 -1.426 0.077
S 1.962 0.484 -0.450 0.219
C 1.086 1.853 -3.199 0.000
C 2.211 1.228 -3.728 0.010
C 2.455 1.284 -5.092 0.005
C 1.576 1.960 -5.925 0.000
C 0.451 2.581 -5.398 0.008
C 0.206 2.531 -4.038 0.006
C 1.139 3.495 -0.825 -0.003
C 2.370 3.814 -0.264 -0.016
C 2.623 5.113 0.149 0.004
C 1.652 6.090 0.002 -0.001
C 0.419 5.774 -0.556 0.012
C 0.160 4.478 -0.968 0.022
C -1.896 -0.080 -3.265 0.030
C -1.008 -1.003 -3.807 -0.005
C -0.914 -1.148 -5.182 0.005
C -1.710 -0.377 -6.016 -0.001
C -2.600 0.546 -5.479 0.005
C -2.690 0.701 -4.108 -0.010
C -3.616 0.684 -1.102 0.034
C -4.670 -0.002 -1.705 -0.001
C -5.974 0.284 -1.340 0.003
C -6.229 1.250 -0.372 0.003
C -5.180 1.928 0.231 0.006
C -3.871 1.644 -0.128 -0.003
H 2.891 0.689 -3.080 -0.008
H 3.330 0.798 -5.501 0.000
H 1.766 2.004 -6.989 0.000
H -0.237 3.105 -6.048 0.000
H -0.675 3.018 -3.635 -0.004
H 3.125 3.047 -0.146 -0.001
H 3.580 5.362 0.587 0.000
H 1.852 7.103 0.325 0.000
H -0.341 6.536 -0.665 0.001
H -0.811 4.228 -1.380 0.000
H -0.389 -1.607 -3.153 -0.010
H -0.225 -1.867 -5.602 0.000
H -1.642 -0.499 -7.088 0.000
H -3.223 1.145 -6.129 0.000
H -3.386 1.420 -3.693 -0.007
H -4.482 -0.758 -2.458 -0.003
H -6.790 -0.247 -1.810 0.000
H -7.249 1.475 -0.090 0.000
H -5.381 2.680 0.981 0.000
H -3.048 2.181 0.328 -0.024
C -0.918 -1.692 3.650 0.027
Si 0.384 -0.608 2.870 0.265
C 0.113 1.249 3.157 0.100
C 2.130 -1.172 3.180 0.041
H -0.811 -1.700 4.738 0.010
H -0.826 -2.723 3.307 0.004
H -1.923 -1.345 3.410 0.004
H 0.006 1.337 4.246 0.024
H -0.806 1.709 2.771 -0.015
H 0.968 1.863 2.867 0.000
H 2.311 -1.170 4.259 0.013
H 2.861 -0.518 2.708 0.003
H 2.291 -2.189 2.824 0.006
```

This record from the OMol25 dataset describes one molecule with the formula C3H4N4S2 in a non-equilibrium geometry. The level of theory is wB97M-V/def2-TZVPD.

As for the SMILES: N=c1c(=S)[nH][nH][nH]c1=S. For the largest force on an atom, the calculation gives 2.9 eV Å⁻¹. For the highest occupied orbital energy, the calculation gives -8.41 eV. As for the calculated total energy: -1131.9955 a.u.

```
13
Properties=species:S:1:pos:R:3:mulliken_charge:R:1
C -0.745 -0.580 0.698 0.608
C -0.878 -0.757 -0.781 0.057
C -0.083 0.673 1.005 0.150
N -0.897 -1.474 1.560 -0.580
N 0.074 -0.195 -1.576 -0.031
N 0.862 1.133 0.154 -0.007
N 1.056 0.711 -1.155 -0.467
S -2.294 -1.363 -1.356 -0.326
S -0.206 1.304 2.507 -0.384
H -0.693 -1.164 2.552 0.275
H 0.089 -0.356 -2.556 0.222
H 1.701 1.666 0.392 0.245
H 2.013 0.402 -1.447 0.239
```